one | {"formula": "C2H10NO2", "method": "ωB97M-V with the def2-TZVPD basis set", "symbols": ["C", "O", "C", "N", "H", "H", "H", "H", "H", "H", "H", "H", "H", "H", "O"], "positions_angstrom": [[0.7987, -1.1703, -0.0282], [1.1820, -0.9853, 1.3150], [-0.2096, -0.1179, -0.4679], [-1.2233, -0.6373, -1.4812], [0.3047, -2.1545, 0.0007], [1.6814, -1.2887, -0.6665], [1.3966, -0.0768, 1.4924], [-0.8247, 0.0957, 0.4092], [0.1602, 0.8587, -0.7698], [-0.8068, -1.2750, -2.1559], [-1.7142, 0.1581, -1.8770], [-1.9284, -1.1645, -0.9718], [0.3615, 3.3529, 1.6794], [0.4846, 1.9531, 2.1612], [0.3372, 2.4516, 1.3604]], "mulliken_charge": [-0.433, -0.479, -0.554, -0.289, 0.364, 0.311, 0.292, 0.344, 0.357, 0.338, 0.364, 0.378, 0.309, 0.307, -0.609], "orbital_gap_ev": 11.00, "multiplicity": 1, "e_lumo_ev": -3.9, "charge": 1}



two | {"formula": "C2H10NO2", "method": "ωB97M-V with the def2-TZVPD basis set", "symbols": ["C", "C", "N", "H", "H", "H", "H", "H", "H", "H", "H", "O", "H", "H", "O"], "positions_angstrom": [[-0.6213, 0.7569, -0.4861], [-0.0242, 1.7225, -1.1533], [-0.7340, 0.8758, 0.9957], [-1.0224, -0.1528, -0.9179], [0.0554, 1.7259, -2.2305], [0.5563, 2.4839, -0.6457], [-1.0058, 1.8417, 1.2054], [0.2026, 0.6937, 1.4298], [-1.4387, 0.2474, 1.3671], [-0.5064, -2.6816, -2.4276], [-0.7754, -3.6338, -1.2914], [-0.7029, -2.6863, -1.4798], [2.4756, 0.0208, 1.4065], [1.8870, -0.9982, 2.3729], [1.6541, -0.2159, 1.8549]], "mulliken_charge": [0.042, -0.681, -0.238, 0.257, 0.282, 0.255, 0.411, 0.325, 0.371, 0.321, 0.320, -0.629, 0.318, 0.317, -0.670], "orbital_gap_ev": 11.60, "multiplicity": 1, "e_lumo_ev": -3.2, "charge": 1}



Relative calculated energies, zero for the most stable structure, unit hartree: one 0.0086; two 0.0000.



one | {"formula": "N2", "method": "ωB97M-V with the def2-TZVPD basis set", "symbols": ["N", "N"], "positions_angstrom": [[-0.0816, -0.6769, 0.5030], [0.0816, 0.6769, -0.5030]], "mulliken_charge": [0.000, 0.000], "orbital_gap_ev": 9.51, "multiplicity": 1, "e_lumo_ev": -2.6}



two | {"formula": "N2", "method": "ωB97M-V with the def2-TZVPD basis set", "symbols": ["N", "N"], "positions_angstrom": [[0.0093, -0.7908, 0.1604], [-0.0093, 0.7908, -0.1604]], "mulliken_charge": [0.000, 0.000], "orbital_gap_ev": 10.18, "multiplicity": 1, "e_lumo_ev": -2.2}



Relative calculated energies, zero for the most stable structure, unit hartree: one 0.0479; two 0.0000.



one | {"formula": "C2H7N2O", "method": "ωB97M-V with the def2-TZVPD basis set", "symbols": ["C", "C", "N", "N", "O", "H", "H", "H", "H", "H", "H", "H"], "positions_angstrom": [[2.0700, 0.5457, -0.0899], [-2.5270, -0.4324, 0.0493], [1.1111, -0.1094, 0.6988], [-1.4521, 0.2700, 0.0534], [1.9299, -0.9280, -0.1890], [1.8988, 1.2006, -0.8704], [2.8729, 0.9790, 0.3780], [-3.4303, -0.4523, -0.5843], [-2.7355, -1.2591, 0.7857], [2.4758, -1.5654, 0.2219], [-0.0137, 0.1050, 0.5585], [-1.3022, 1.0538, -0.5640]], "mulliken_charge": [0.026, -0.180, -0.396, -0.490, -0.146, 0.302, 0.236, 0.263, 0.222, 0.412, 0.527, 0.224], "orbital_gap_ev": 10.61, "multiplicity": 1, "e_lumo_ev": -3.9, "charge": 1}



two | {"formula": "C2H7N2O", "method": "ωB97M-V with the def2-TZVPD basis set", "symbols": ["C", "C", "N", "N", "O", "H", "H", "H", "H", "H", "H", "H"], "positions_angstrom": [[2.1483, 0.4292, -0.5499], [0.8152, -0.1527, -0.0803], [0.0785, -1.1350, -0.1475], [-1.9178, 0.0967, 0.5599], [1.0475, 1.0881, 0.2510], [3.0701, 0.3934, -0.1142], [2.1123, 0.8031, -1.5613], [-1.1147, 0.6361, 0.7855], [0.4656, -1.9203, -0.6679], [-2.5484, 0.2041, 1.3916], [-1.7715, -1.0014, 0.3287], [-2.3853, 0.5587, -0.1957]], "mulliken_charge": [-0.301, 0.652, -0.645, -0.506, -0.396, 0.292, 0.212, 0.225, 0.276, 0.407, 0.446, 0.338], "orbital_gap_ev": 10.74, "multiplicity": 1, "e_lumo_ev": -3.7, "charge": 1}



three | {"formula": "C2H7N2O", "method": "ωB97M-V with the def2-TZVPD basis set", "symbols": ["C", "C", "N", "N", "O", "H", "H", "H", "H", "H", "H", "H"], "positions_angstrom": [[0.3005, -0.6563, -0.6540], [2.2774, -1.3285, 0.8953], [1.2872, -0.8437, -0.0794], [-2.2191, 1.5343, -0.4608], [-0.5448, -0.3366, -1.3641], [-1.3470, 1.0172, -0.8759], [1.7385, -1.7569, 1.6566], [3.0402, -1.9313, 0.3469], [2.7246, -0.4783, 1.4018], [-2.1341, 2.5014, -0.5561], [-2.1165, 1.2105, 0.4855], [-3.0069, 1.0683, -0.7958]], "mulliken_charge": [0.401, -0.573, -0.068, -0.464, -0.620, 0.388, 0.331, 0.257, 0.272, 0.352, 0.371, 0.352], "orbital_gap_ev": 10.88, "multiplicity": 1, "e_lumo_ev": -3.8, "charge": 1}



four | {"formula": "C2H7N2O", "method": "ωB97M-V with the def2-TZVPD basis set", "symbols": ["C", "C", "N", "N", "O", "H", "H", "H", "H", "H", "H", "H"], "positions_angstrom": [[-2.8219, 0.1567, -0.0105], [2.8456, -0.2947, 0.2210], [-1.6201, -0.1471, 0.1606], [0.7455, 0.3346, -0.4332], [1.5996, -0.4255, 0.2402], [-3.6551, -0.3033, 0.5223], [3.2709, -1.2446, 0.4395], [3.4827, 0.4392, -0.0664], [-3.1306, 0.8545, -0.8270], [-1.1761, -0.8162, 0.8942], [-0.6620, 0.2892, -0.1908], [1.1214, 1.1572, -0.9500]], "mulliken_charge": [-0.051, -0.067, -0.175, -0.595, -0.044, 0.263, 0.239, 0.334, 0.241, 0.317, 0.351, 0.187], "orbital_gap_ev": [8.73, 8.73], "multiplicity": 1, "e_lumo_ev": [-4.7, -4.7], "charge": 1}



Relative calculated energies, zero for the most stable structure, unit hartree: one 0.2056; two 0.0772; three 0.0000; four 0.1871.